No. 1
This record from the Open Molecules 2025 dataset describes a gas-phase ion, C17H35BN5O4 (charge +1) in a non-equilibrium geometry. The level of theory is ωB97M-V/def2-TZVPD.

* frontier orbital gap: 6.566 eV
* charge: +1
* LUMO: -5.07 eV

The geometry in XYZ format:
```
62
Properties=species:S:1:pos:R:3:forces:R:3:lowdin_charge:R:1
C -6.443084 -1.703215 -1.572453 -1.74 0.33 0.72 -0.135
O -5.390976 -1.784729 -2.597341 0.59 -0.08 1.72 -0.247
C -4.040558 -1.823137 -2.015799 0.47 -0.61 1.68 -0.234
C -2.907752 -2.577530 -2.929014 -0.96 -0.26 -0.88 -0.179
C -2.258982 -1.670746 -4.129087 -0.48 -0.02 -0.04 -0.214
C -1.301513 -0.436194 -3.635194 0.56 -0.16 -1.10 -0.219
C 0.203536 -0.906866 -3.121049 0.01 0.60 -0.52 -0.200
C 1.161275 0.454777 -2.958621 -0.56 0.55 0.17 -0.196
C 1.874595 0.572516 -1.486705 -0.17 -0.37 0.15 -0.186
C 3.177980 -0.456618 -1.300807 -0.52 1.54 0.14 -0.068
N 2.648997 -1.582515 -0.389445 1.03 -0.79 -1.08 -0.114
N 2.490345 -2.825690 -0.988508 -1.39 1.44 5.49 0.117
N 1.966681 -3.703559 -0.025449 1.14 6.18 2.53 0.110
C 1.847343 -2.865471 1.244316 1.54 0.93 -3.48 0.050
B 1.265713 -3.453248 2.665052 -1.18 -1.31 2.69 -0.390
N 1.511070 -4.885391 3.186909 -1.07 1.86 -3.46 0.120
O 0.420285 -2.580043 3.502493 0.51 -1.62 -3.42 0.035
N 2.323306 -1.441811 0.979347 -1.22 -6.62 -2.31 0.047
C 2.436610 -0.233890 1.882974 0.65 2.71 0.48 -0.099
C 1.009097 0.422334 2.351342 -0.58 0.50 0.89 -0.172
C 1.079885 2.081809 2.547201 0.33 -0.75 -0.03 -0.184
C 0.974142 2.904862 1.133832 0.59 0.03 0.12 -0.170
C 0.066546 4.268413 1.185556 0.07 0.35 -1.43 -0.172
O -0.175087 4.809983 2.531701 3.21 0.34 0.27 -0.122
C 1.023029 5.450901 3.098801 2.60 4.62 -1.48 -0.275
C 1.649164 4.810401 4.508844 -0.84 -0.02 -0.25 -0.027
O 1.606909 6.536216 2.567694 -4.02 -7.29 2.97 -0.009
H -6.060034 -1.606367 -0.470930 -0.32 -0.17 -2.14 0.088
H -7.157181 -0.763778 -1.750891 1.79 -1.91 0.14 0.107
H -7.183159 -2.640108 -1.575443 1.91 1.79 -0.31 0.108
H -3.707619 -0.738506 -1.678897 -0.58 -1.99 -0.86 0.126
H -4.126399 -2.456379 -1.007490 0.31 1.27 -2.04 0.123
H -3.461341 -3.489487 -3.460525 1.16 1.92 1.22 0.133
H -2.085006 -3.050632 -2.244593 -1.50 1.08 -1.14 0.105
H -3.150144 -1.202720 -4.750991 1.79 -0.96 1.32 0.127
H -1.695630 -2.405998 -4.872438 -0.95 1.69 1.62 0.122
H -1.099978 0.233267 -4.602668 -0.44 -1.35 2.11 0.127
H -1.851115 0.255069 -2.866391 1.10 -1.42 -1.27 0.108
H 0.674829 -1.577966 -3.964185 -1.00 1.16 1.77 0.118
H 0.163300 -1.521837 -2.119046 0.03 1.21 -1.91 0.090
H 0.433117 1.389816 -3.051780 1.60 -1.91 0.22 0.119
H 1.941836 0.559079 -3.846390 -1.57 -0.33 1.99 0.128
H 1.043521 0.261969 -0.687902 1.85 0.65 -1.67 0.099
H 2.225121 1.647809 -1.186183 -0.68 -1.99 -0.92 0.105
H 4.086519 0.103292 -0.771185 -2.03 -1.48 -1.05 0.144
H 3.534433 -0.895151 -2.333825 -0.87 0.51 2.41 0.152
H 2.080226 -5.438114 2.491028 -0.60 0.75 1.11 0.082
H 0.575615 -5.388221 3.203727 1.43 0.88 0.65 0.108
H -0.303661 -2.255947 2.886841 1.15 -0.05 1.23 0.115
H 3.010859 0.613743 1.273384 -1.20 -2.07 1.07 0.139
H 3.106538 -0.422132 2.850288 -1.47 -0.23 -2.37 0.174
H 0.150390 0.187085 1.586200 1.69 0.29 1.44 0.120
H 0.718332 0.012770 3.434421 0.66 0.57 -2.63 0.126
H 2.106940 2.330279 3.078142 -2.18 -0.43 -0.98 0.118
H 0.208034 2.341999 3.289617 1.73 -0.38 -1.62 0.123
H 0.510199 2.209592 0.313434 0.86 1.37 1.55 0.089
H 2.073467 3.204734 0.786869 -2.34 -0.69 0.69 0.126
H 0.611343 5.124303 0.559406 -1.35 -1.96 1.20 0.147
H -0.988723 4.004292 0.711354 2.21 0.86 1.26 0.148
H 2.755782 4.486974 4.264906 -2.30 0.77 0.56 0.098
H 1.626272 5.616575 5.372304 0.19 -1.49 -2.11 0.106
H 1.014769 3.889142 4.903246 1.38 1.97 -1.09 0.084
```
Positions in Å, forces in eV/Å.

No. 2
This record from the Open Molecules 2025 dataset describes 2 unconnected molecules or ions with the total composition C2HN2O2 in a non-equilibrium geometry. The level of theory is ωB97M-V/def2-TZVPD.

* frontier orbital gap: 6.133 eV
* charge: -1
* LUMO: 3.99 eV
* energy relative to the best compared isomer or geometry (same formula, charge and spin): 82.73 kcal/mol

The geometry in XYZ format:
```
7
Properties=species:S:1:pos:R:3:forces:R:3:lowdin_charge:R:1
C 2.672937 0.417848 0.171993 -0.78 1.27 -2.80 -0.577
C -0.060310 0.572479 0.165624 1.25 -1.74 0.96 -0.344
N -0.854780 1.732282 0.780991 -0.14 -0.40 -0.50 -0.119
N -1.046816 1.504262 -0.407371 -0.45 0.17 0.27 -0.151
O 2.955556 -0.097219 1.150328 0.21 -1.56 3.23 0.133
O 2.833596 0.898614 -0.879730 -0.02 0.47 -0.71 0.093
H -0.502744 -0.490908 0.464698 -0.08 1.80 -0.45 -0.034
```
Positions in Å, forces in eV/Å.

No. 3
This record from the Open Molecules 2025 dataset describes a molecular structure, C2H2EuF2LiO in a non-equilibrium geometry. The level of theory is ωB97M-V/def2-TZVPD.

* frontier orbital gap (alpha / beta): 3.604 / 3.589 eV
* charge: 0
* ⟨S²⟩: 20.01
* multiplicity: 9
* LUMO (alpha / beta): -1.80 / -1.82 eV

The geometry in XYZ format:
```
9
Properties=species:S:1:pos:R:3:forces:R:3:lowdin_charge:R:1
F -1.679480 3.167952 -0.040055 0.14 -0.43 0.06 -0.924
C -0.683551 -0.081009 0.434270 0.13 -0.62 0.57 -0.150
C 0.428472 -0.175353 -0.329814 -0.02 0.32 0.33 -0.379
O 1.623342 0.123756 0.090909 1.36 -0.53 -0.38 -0.487
H -0.805995 0.243439 1.483960 -0.01 0.11 -1.11 0.131
H 0.297549 -0.461072 -1.389409 -0.10 0.10 0.22 0.119
Eu 4.036087 -0.062179 -0.172004 -1.56 0.30 0.20 1.019
Li -1.323953 -2.270680 0.107419 0.01 0.96 -0.05 0.825
F -1.892474 -0.484857 -0.185274 0.04 -0.21 0.15 -0.153
```
Positions in Å, forces in eV/Å.

No. 4
This record from the Open Molecules 2025 dataset describes a single C20H26BrN3O3S molecule in a non-equilibrium geometry. The level of theory is ωB97M-V/def2-TZVPD.

* frontier orbital gap: 8.619 eV
* charge: 0
* LUMO: 0.44 eV
* energy relative to the best compared isomer or geometry (same formula, charge and spin): 0.00 kcal/mol

The geometry in XYZ format:
```
54
Properties=species:S:1:pos:R:3:forces:R:3:lowdin_charge:R:1
C 2.433411 3.664030 -1.915795 -0.11 -0.33 -0.01 -0.073
H 2.494206 4.331542 -1.060316 0.02 0.10 0.06 0.074
H 3.441415 3.495968 -2.286401 0.11 0.07 -0.05 0.065
H 1.852795 4.154626 -2.693478 -0.01 0.10 -0.07 0.068
C 1.774313 2.349469 -1.487628 0.04 0.23 0.07 -0.253
N 1.655188 1.318620 -2.505252 -0.01 0.07 -0.17 -0.208
C 2.930257 0.686664 -2.830472 0.10 -0.14 0.02 -0.160
C 2.803800 -0.145490 -4.126637 0.02 0.13 -0.08 -0.157
N 1.473746 -0.618235 -4.412081 -0.04 0.10 0.21 -0.173
C 1.078114 -1.877624 -3.831445 0.07 -0.21 0.32 -0.165
H 0.069018 -2.097908 -4.187091 0.03 -0.09 0.02 0.125
C 1.102950 -2.001159 -2.294274 -0.12 -0.15 -0.40 -0.160
N 0.242122 -1.031410 -1.664486 -0.07 0.05 -0.12 0.078
C -0.829774 -1.407361 -0.940978 0.13 -0.07 0.09 -0.442
O -1.100701 -2.566849 -0.680805 -0.21 -0.13 0.13 0.074
C -1.670015 -0.286461 -0.456459 0.03 0.74 -0.40 -0.165
C -1.798898 1.027690 -0.829951 0.17 -0.76 0.07 0.004
C -2.779574 1.586712 0.014973 -0.42 -0.44 0.39 -0.008
C -3.195309 0.573513 0.841964 -0.09 0.87 -0.55 -0.346
C -4.102669 0.549236 1.992268 0.37 0.10 0.45 -0.176
H -4.843882 1.342257 1.941624 -0.05 -0.03 -0.06 0.092
H -4.578214 -0.422366 2.108641 -0.03 -0.04 0.15 0.106
S -3.218495 0.795015 3.679569 0.79 0.21 -1.50 0.973
O -3.680730 -0.316679 4.501836 -0.55 -0.84 0.89 -0.521
C -1.574793 0.328724 3.056628 -0.25 0.35 0.32 -0.383
C -0.778917 1.318131 2.503345 -0.03 -0.10 0.12 -0.087
C 0.424459 0.973424 1.917223 0.06 -0.08 -0.04 -0.117
C 0.802648 -0.360002 1.898515 0.11 0.06 -0.03 -0.660
C 0.030750 -1.349583 2.482470 0.04 0.04 0.00 -0.100
C -1.170389 -0.993273 3.070291 -0.11 0.05 0.19 -0.051
H -1.811540 -1.734550 3.522471 -0.08 -0.10 0.03 0.121
H 0.345112 -2.380973 2.454784 0.03 -0.06 -0.02 0.113
Br 2.426448 -0.824981 1.038769 0.07 -0.03 0.08 0.797
H 1.054642 1.725866 1.469502 0.06 0.04 -0.04 0.093
H -1.106039 2.346573 2.516709 0.00 0.15 0.00 0.117
O -2.528220 -0.555840 0.546637 -0.12 -0.30 0.03 0.098
H -3.140751 2.595007 0.007718 -0.13 0.21 0.05 0.115
H -1.275204 1.526566 -1.618501 0.19 0.05 -0.22 0.092
H 0.508576 -0.058525 -1.814152 -0.05 0.03 0.18 0.094
H 2.124102 -1.882782 -1.922744 0.01 -0.07 0.03 0.087
H 0.738679 -2.991679 -2.011621 0.15 0.07 0.01 0.122
H 1.748539 -2.645118 -4.232539 -0.09 -0.08 0.00 0.119
C 0.489882 0.451662 -4.453845 -0.08 0.18 -0.39 -0.156
C 0.958121 1.717768 -3.715304 -0.02 -0.15 -0.10 -0.175
H 0.090232 2.325780 -3.448097 0.03 0.05 -0.04 0.118
H 1.598238 2.321480 -4.377006 -0.07 0.06 0.04 0.122
H 0.297100 0.712755 -5.505139 -0.14 0.10 0.12 0.117
H -0.448503 0.098012 -4.021958 0.04 0.02 -0.02 0.111
H 3.110596 0.474904 -4.977044 0.14 -0.04 0.09 0.119
H 3.478888 -1.000754 -4.081592 0.07 0.04 -0.05 0.124
H 3.212092 0.061097 -1.979164 0.06 0.03 -0.02 0.088
H 3.728977 1.429262 -2.977502 -0.01 -0.02 0.03 0.113
H 2.349070 1.909797 -0.667657 -0.11 0.01 0.07 0.093
H 0.765128 2.567076 -1.120283 0.07 -0.04 0.10 0.102
```
Positions in Å, forces in eV/Å.

No. 5
This record from the Open Molecules 2025 dataset describes a molecular structure, C14H16ClFLiN5O13S. The level of theory is ωB97M-V/def2-TZVPD.

* frontier orbital gap: 7.541 eV
* charge: -2
* LUMO: 4.19 eV
* energy relative to the best compared isomer or geometry (same formula, charge and spin): 0.00 kcal/mol

The geometry in XYZ format:
```
52
Properties=species:S:1:pos:R:3:forces:R:3:lowdin_charge:R:1
Li 0.779041 -0.807974 -1.298471 0.11 -0.11 -0.07 0.652
O -2.047941 0.847124 0.066164 0.06 0.25 0.09 0.068
C -1.158700 1.582908 -0.630697 -0.07 -0.15 0.14 -0.505
O -1.020923 1.496057 -1.822552 -0.04 0.07 -0.03 0.111
C -0.364927 2.463771 0.306371 -0.01 -0.09 -0.10 -0.143
O 0.673167 3.118860 -0.363212 -0.01 0.16 0.05 -0.115
C 1.951436 2.826170 0.166962 0.02 -0.10 0.06 -0.133
C 2.426246 1.355172 0.096519 0.22 0.08 -0.36 -0.678
O 3.546664 1.160265 0.588219 -0.08 0.00 0.11 -0.033
O 1.676088 0.523330 -0.480579 -0.09 0.04 0.17 -0.103
H -2.057207 -0.034574 -0.374353 -0.08 -0.16 -0.07 0.068
H -0.000852 1.804911 1.098585 0.01 0.00 0.02 0.109
H -1.052027 3.182600 0.772580 -0.01 0.04 -0.04 0.134
H 2.021491 3.128704 1.218240 -0.02 0.04 0.02 0.108
H 2.655277 3.429522 -0.407879 0.04 -0.05 0.02 0.119
C 2.991253 2.426203 6.200013 0.01 -0.01 0.00 -0.117
C 3.602085 2.275997 4.807232 0.00 0.00 0.01 -0.259
C 2.880153 1.256183 3.980724 0.04 -0.03 0.00 -0.661
N 1.702892 1.445136 3.500713 -0.02 0.01 -0.03 0.006
N 1.210277 0.378597 2.797587 -0.03 0.01 -0.01 0.013
C 2.050201 -0.612213 2.738052 0.04 0.05 0.00 -0.696
N 1.827283 -1.798695 2.115817 0.13 -0.24 -0.09 0.112
S 3.533631 -0.300228 3.600047 -0.01 0.02 0.01 1.055
H 3.503950 3.200922 6.774996 0.00 0.00 0.00 0.059
H 3.056233 1.487760 6.753963 0.00 0.00 0.00 0.068
H 1.938023 2.692423 6.115666 0.00 0.00 0.00 0.068
H 4.656107 2.002320 4.882906 0.00 0.01 -0.01 0.093
H 3.558018 3.227498 4.273998 -0.01 0.00 0.00 0.107
H 1.408024 -1.776648 1.190899 -0.22 0.25 0.14 0.066
H 2.607247 -2.438183 2.077785 0.03 0.03 -0.01 0.063
F -3.574473 1.664433 -4.808747 -0.01 0.01 0.00 0.081
C -3.939372 0.482374 -4.289397 -0.01 0.01 0.00 -0.185
C -3.031420 -0.363754 -3.787539 0.02 -0.04 0.05 0.075
N -3.381407 -1.586412 -3.259946 0.02 0.02 0.02 0.033
C -2.332633 -2.524286 -2.807689 -0.08 0.07 -0.01 -0.011
C -1.174938 -1.730715 -2.187334 -0.03 -0.04 -0.31 -0.685
O -0.234720 -1.435435 -2.951036 0.02 -0.03 0.17 -0.043
O -1.277786 -1.399434 -0.981989 0.03 -0.13 0.02 -0.052
C -4.690854 -1.995497 -3.215528 0.00 -0.01 -0.05 -0.475
O -5.066562 -3.075759 -2.802308 0.01 -0.01 0.01 0.063
N -5.596868 -1.066860 -3.707013 -0.01 -0.02 0.02 0.205
C -5.352135 0.173863 -4.281233 0.01 0.02 0.01 -0.416
O -6.260266 0.864446 -4.704996 -0.01 0.00 -0.01 0.061
H -1.975040 -0.122299 -3.754894 0.00 0.05 -0.02 0.141
H -1.965443 -3.092047 -3.662061 -0.03 -0.02 0.00 0.133
H -2.789509 -3.187249 -2.081632 0.02 0.00 0.03 0.126
H -6.561845 -1.356620 -3.665212 0.00 0.00 -0.01 0.158
O 2.815921 -4.157863 0.497167 0.01 0.01 0.01 -0.373
Cl 2.135312 -3.967271 -0.765839 -0.01 -0.01 -0.06 0.664
O 3.084439 -3.994629 -1.844078 0.01 0.01 0.01 -0.351
O 1.148177 -4.998877 -0.946542 0.00 0.00 0.01 -0.356
O 1.469223 -2.674005 -0.738467 0.03 -0.01 0.08 -0.428
```
Positions in Å, forces in eV/Å.

No. 6
This record from the Open Molecules 2025 dataset describes a single C5H10O molecule. The level of theory is ωB97M-V/def2-TZVPD.

* frontier orbital gap: 10.801 eV
* charge: 0
* LUMO: 1.05 eV
* energy relative to the best compared isomer or geometry (same formula, charge and spin): 13.37 kcal/mol

The geometry in XYZ format:
```
16
Properties=species:S:1:pos:R:3:forces:R:3:lowdin_charge:R:1
C -0.340778 1.593686 0.046618 -0.17 0.02 0.05 -0.107
C -1.216132 0.455527 -0.482953 -0.03 0.03 -0.03 -0.260
C -0.780189 -0.926601 0.045231 0.04 0.13 0.02 -0.209
C 0.712122 -1.179176 -0.262493 -0.34 0.53 -0.18 -0.167
C 1.679152 -0.417608 0.598157 0.54 -0.58 0.00 -0.322
O 2.711395 0.075295 0.215876 -0.38 0.05 0.26 0.044
H 0.711853 1.457150 -0.192990 -0.11 0.11 -0.12 0.051
H -0.421706 1.658156 1.138835 0.00 0.07 -0.14 0.084
H -0.636279 2.553560 -0.382264 -0.07 -0.05 0.11 0.076
H -1.202274 0.455043 -1.582191 0.11 -0.06 0.18 0.107
H -2.260833 0.658584 -0.206151 0.20 -0.18 -0.01 0.104
H -0.972353 -0.965472 1.128600 0.16 -0.04 -0.16 0.109
H -1.417094 -1.700933 -0.405981 0.30 0.11 0.09 0.107
H 1.076902 -2.177076 -0.018377 -0.50 -0.54 -0.16 0.122
H 0.905303 -0.988903 -1.322912 0.15 -0.05 0.13 0.126
H 1.450906 -0.551237 1.682995 0.09 0.45 -0.04 0.134
```
Positions in Å, forces in eV/Å.